Record 1
72
Properties=species:S:1:pos:R:3:forces:R:3 method="wB97M-V/def2-TZVPD" multiplicity=1 homo_lumo_gap_ha=0.20895 e_homo_ev=-3.530 total_charge=-1
C -2.09486 -1.60675 3.03209 -0.352 -0.058 0.230
H -1.45268 1.26084 -5.34220 0.015 -0.023 -0.120
H -0.33928 -3.70321 -2.89663 0.081 -0.071 0.095
C -3.19564 -1.08449 -0.72741 0.111 0.020 -0.014
H -3.31478 -1.61703 -1.66958 -0.068 -0.078 -0.100
Cl -0.98666 -4.15473 -0.68195 -0.322 -0.340 -0.123
P -0.84024 -0.21140 -1.78734 -0.509 0.744 -0.619
C 5.69416 1.42097 3.12688 0.161 0.070 0.053
C 0.15464 -4.14194 -2.03138 -0.037 0.003 0.048
H -2.64992 -1.71134 -0.02670 0.015 -0.146 0.067
C -1.04515 -0.05416 -3.68923 0.075 -0.222 0.306
H 1.09156 0.21416 -3.93529 0.132 0.026 0.008
H 6.96646 0.44596 0.15298 -0.008 -0.022 0.001
C 0.80764 3.56199 -1.20782 -0.124 0.163 -0.047
C -2.10146 -1.06811 -4.12754 0.080 0.108 0.105
C 0.25829 1.23147 -1.49150 -0.001 -0.274 0.028
C -1.39383 -0.79009 3.98978 -0.652 -0.293 -0.005
Cl 1.54467 -3.15114 -1.59913 0.483 -0.158 -0.313
H 0.49832 4.59867 -1.22006 -0.011 0.065 0.010
C 6.61221 1.27039 2.09788 0.126 0.075 -0.007
C 2.49406 1.90118 -0.86897 0.199 0.184 0.024
C 4.99469 0.00035 0.86171 -0.310 -0.174 0.034
N 1.90031 -0.01691 2.71729 0.334 0.632 0.723
H 0.44128 0.12856 4.66553 0.035 -0.047 -0.202
H 0.49302 -5.16035 -2.21884 -0.095 0.201 -0.011
C 2.70112 -0.46099 1.77841 -0.244 -0.057 0.269
H -1.91603 -2.03472 -3.65906 -0.059 -0.133 0.009
H 3.50376 1.62936 -0.60648 0.116 -0.030 0.063
H -1.28699 0.08877 0.89735 -0.102 0.188 0.192
H -4.18590 -0.91484 -0.30660 -0.152 0.077 0.080
H 1.88561 -0.11885 -1.13582 0.050 -0.151 0.083
C -1.36360 1.32694 -4.25566 0.035 -0.132 0.151
H -1.61262 1.75678 0.42051 -0.013 0.042 0.034
H 4.70898 -0.56800 -0.01279 -0.054 -0.072 -0.031
H 5.96692 1.97038 4.02028 0.010 0.009 0.003
H 2.81412 4.00282 -0.60357 0.070 0.044 0.008
H -3.80312 0.89484 -2.51310 -0.049 0.034 -0.065
H 3.70912 0.98031 3.81015 -0.067 -0.011 0.027
C -0.10860 2.57511 -1.52267 -0.017 0.042 0.010
H -0.56408 2.02853 -4.02573 -0.001 0.074 -0.020
C -3.45586 -1.88788 3.34052 -0.196 -0.079 -0.132
H -5.11728 -1.69013 4.66181 0.057 -0.022 0.004
H -2.29796 1.72076 -3.86977 -0.097 0.093 0.022
C -4.07053 -1.45480 4.48719 -0.107 -0.024 0.020
H -3.09952 -0.74005 -3.84869 -0.148 -0.037 0.033
H 0.59597 -1.47401 -3.86104 0.077 -0.115 0.028
C -2.03853 -0.40767 5.16919 -0.048 0.028 -0.051
H -2.97670 2.23473 -1.69247 -0.030 0.042 -0.078
C -3.42743 1.25399 -1.55575 0.238 -0.104 0.019
N 0.61843 -0.50024 2.71248 -0.039 0.579 1.152
C -3.35727 -0.71951 5.42983 -0.123 0.165 0.386
H -1.11484 2.86719 -1.78320 -0.036 -0.025 0.016
C 2.10872 3.22908 -0.87137 0.087 -0.001 0.007
C 6.25438 0.56106 0.96246 0.269 0.090 -0.061
H -4.00221 -2.48010 2.61563 0.008 -0.028 -0.054
H -3.83233 -0.39643 6.34902 0.040 0.015 -0.013
H 7.60052 1.70308 2.18620 0.050 0.014 -0.030
H -4.28388 1.38402 -0.89150 -0.075 -0.018 0.062
O -1.57226 -2.07100 1.96871 -1.420 -0.260 1.002
C -2.46525 0.25189 -0.91183 0.082 -0.025 -0.224
H -1.47980 0.16935 5.89978 0.059 0.031 -0.029
K 0.29737 -1.81455 0.84419 -0.482 -1.601 -2.690
C -0.03825 -0.36178 3.80196 0.857 0.338 -0.014
O 2.47618 -1.31575 0.87286 2.003 0.393 -0.132
H 0.29941 -0.53126 -5.32538 -0.056 0.028 -0.155
C 0.31875 -0.49056 -4.23584 -0.101 0.023 0.108
C 4.43412 0.86811 3.02028 -0.033 0.033 0.020
H -2.08216 -1.20446 -5.20978 0.032 0.024 -0.134
H -2.88237 0.76002 1.14844 -0.142 -0.040 0.082
C 4.06317 0.14952 1.88569 0.424 0.144 -0.002
C 1.57588 0.91386 -1.17310 -0.133 -0.005 -0.090
C -2.03399 0.75420 0.46571 0.103 0.032 -0.056


Record 2
76
Properties=species:S:1:pos:R:3:forces:R:3 method="wB97M-V/def2-TZVPD" s_squared=6.08 multiplicity=5 homo_lumo_gap_ha="0.15294 / 0.14510" e_homo_ev="-7.905 / -9.090" total_charge=+1
H 0.67820 -0.30970 -3.05015 -0.545 -0.316 -0.633
H -0.33152 -2.99635 0.24448 0.126 -0.167 0.119
C 0.10399 -5.15303 0.41843 0.342 1.411 1.152
Te -2.74669 5.97418 1.48950 -0.365 -0.026 0.130
C 0.69330 -6.11431 1.23159 -0.683 2.091 0.493
H 4.05351 -1.73378 -6.37031 -0.902 0.579 0.515
C 2.95517 1.99418 3.08065 1.475 -0.588 1.455
C -4.11569 1.73188 0.21395 -0.600 -1.627 -0.349
C 0.76231 -0.25157 0.82808 1.103 0.492 -0.854
H 4.13144 -1.42349 -0.66456 -0.225 0.022 0.115
H -5.59141 2.45675 -1.67825 -0.293 -0.975 -0.368
H -6.32002 1.40889 0.26667 0.430 -0.131 -0.265
H 4.02294 1.74595 2.87248 -0.970 -0.029 0.216
H 0.76692 -7.08683 0.91438 -0.191 -2.276 -0.677
H 1.68424 -1.59868 -7.09741 -0.162 -0.379 0.308
C 3.68718 -0.86071 -4.44677 -1.611 0.369 0.907
H -0.79685 4.16196 1.72383 0.158 0.258 0.714
C 0.14139 -3.77976 0.83770 -0.294 -1.762 -0.529
H 4.75474 -0.75630 -4.22684 -0.453 -0.146 -0.027
H -4.22120 2.82414 0.22004 0.001 -0.337 0.063
C 0.90980 -2.07037 2.55359 0.793 0.652 0.105
H 3.56257 -0.71643 1.55532 -0.252 -0.053 0.393
C 1.16512 2.22040 4.68836 -0.310 -0.146 0.065
N -5.59726 1.40278 -1.70931 -1.860 1.828 -0.350
C 1.16891 -5.78534 2.49089 0.937 -0.905 0.260
S -0.84854 0.11610 1.34168 0.047 0.858 -0.130
Se -2.34196 4.33049 -0.34767 0.631 -0.200 -0.080
H 1.69692 -2.08440 3.35561 -0.958 0.129 -0.465
C 1.35108 -0.62744 -3.84973 0.493 0.284 0.619
C 3.25220 -1.35726 -5.68201 2.902 -0.095 -0.171
C -4.51528 0.99221 -2.62011 0.802 -0.160 -1.097
C -0.03257 3.50454 1.33265 -0.709 -1.127 1.510
C 1.93601 -1.39652 -6.06038 0.722 -0.039 -0.668
H -2.31828 1.09683 -2.65078 -0.486 0.184 0.076
C 2.23397 2.63448 2.09221 -1.440 0.142 0.650
Ir -1.16078 2.20604 0.26577 -0.901 1.439 0.058
C 1.01352 -1.08687 -5.12041 -0.850 0.234 1.183
C 2.67492 -0.44935 -3.49946 1.876 -0.215 -0.191
C 3.07184 -1.43726 -0.39144 -1.750 -0.277 0.353
C -3.17919 1.54548 -2.12871 0.220 -0.328 1.268
H -3.16842 2.62240 -2.28973 0.181 0.121 0.009
H -3.90391 1.35965 1.23545 -0.129 0.509 -0.419
H 2.79885 1.33722 -2.34597 -0.365 -0.044 0.416
N 1.47020 -1.15472 1.51369 0.468 -1.410 0.640
H -0.04360 -1.69235 2.97435 0.689 0.019 -0.378
H 3.11860 -2.46673 1.57578 -0.062 0.453 -0.273
N -2.95475 1.33486 -0.64335 -1.665 0.386 -0.986
S 0.67399 1.84471 -0.98832 0.241 -0.973 -0.344
H -0.44018 -5.48384 -0.44444 0.084 0.186 -0.539
H 1.50120 -6.58256 3.17006 0.027 0.377 -0.425
Se -3.89724 2.93701 3.92889 -0.117 0.291 -0.108
C 0.77218 -3.48284 2.03034 0.421 0.626 0.569
C 2.44319 1.72784 4.40665 -1.184 1.395 -2.661
C 0.89639 3.02203 2.34281 0.269 -0.875 2.550
C 0.41001 2.85535 3.68143 0.432 -0.736 -1.034
H -0.66254 3.03891 3.82170 0.495 0.232 0.289
Te -4.62902 5.22670 3.65776 0.368 -0.277 -0.168
H -4.50072 -0.06827 -2.63504 -0.023 -1.162 0.244
H 0.43129 3.97498 0.56266 1.660 1.972 -2.036
N 2.41566 -0.21092 -0.93987 0.913 -0.620 0.388
C 1.39877 0.39205 -0.30100 -1.550 -0.263 0.596
C -5.43689 1.03838 -0.28329 1.032 -0.201 1.217
H -6.55378 1.10521 -2.03564 1.231 0.359 0.112
H 1.85432 -4.19546 3.79054 -0.707 -0.245 -0.847
C 3.01821 0.28574 -2.15102 0.654 0.118 -1.470
H 2.61763 2.81389 1.10216 0.416 -0.071 -0.092
Cl 3.21644 0.74753 5.55943 0.691 -0.262 0.283
H 4.09067 0.29180 -1.94663 0.148 -0.234 -0.449
H 0.00905 -1.27039 -5.36425 -1.407 0.172 -0.207
H -5.38892 -0.06210 -0.18778 -0.003 0.515 -0.162
H -4.73425 1.26600 -3.68157 0.009 0.288 0.996
C 2.87459 -1.47439 1.16514 -0.200 0.472 -1.408
H 2.56726 -2.30856 -0.88161 0.552 0.449 0.459
H -2.67502 0.40908 -0.36767 -0.019 -0.892 -0.446
H 0.73767 2.02258 5.69511 0.237 0.256 -0.884
C 1.31812 -4.47231 2.84969 -0.037 0.402 0.698


Record 3
73
Properties=species:S:1:pos:R:3:forces:R:3 method="wB97M-V/def2-TZVPD" multiplicity=1 homo_lumo_gap_ha=0.19460 e_homo_ev=-1.520 total_charge=-2
H 1.88020 -0.24900 3.16317 -0.020 0.015 0.008
H 4.08791 0.21843 -0.24369 0.009 -0.008 0.013
H 1.88272 2.67736 2.35539 -0.067 0.001 -0.051
H 0.88715 1.85864 3.54057 0.001 0.035 0.012
H -4.16362 -3.32628 2.92395 0.009 0.011 -0.003
C -5.34761 -0.85460 4.93438 0.028 0.013 -0.026
O 1.07116 -2.75740 -1.46764 -0.134 0.037 0.124
H 4.30365 2.58906 -0.45330 0.008 0.032 0.013
C -2.30304 -1.57330 1.96554 0.072 0.039 -0.088
H 4.68071 0.94325 1.24315 0.011 -0.033 -0.006
C -2.99950 4.72266 -4.30696 -0.119 0.304 -0.278
C -0.15310 2.66168 0.79902 -0.011 0.052 0.031
C -5.23586 -2.11186 4.34945 0.023 0.014 -0.015
H -2.43106 7.64138 -5.98313 0.020 -0.013 0.024
H -1.26531 -6.81374 -3.80220 -0.003 0.000 0.004
H 1.00233 -6.01144 -4.53025 -0.005 -0.005 -0.001
C -4.81982 5.28974 -5.82412 0.010 0.036 -0.016
H -5.78268 6.99583 -7.58064 0.000 0.003 -0.002
C -4.26210 -2.35597 3.39190 -0.062 -0.056 0.052
H 3.22334 0.89719 3.20162 -0.016 -0.069 0.066
S 2.00674 2.35364 -1.03371 -0.008 0.032 0.102
C -1.59021 -3.80946 -0.39303 -0.012 -0.261 -0.058
C 2.35118 0.57457 2.62038 0.005 0.045 -0.012
C 0.47656 -3.75693 -1.96584 0.247 -0.153 -0.167
H -6.11150 -0.66325 5.67934 -0.003 0.000 0.004
H -4.99668 8.37666 -6.81140 -0.010 0.008 -0.020
Te -2.15651 3.47273 -2.83658 0.130 -0.168 0.246
C -4.82214 7.38540 -7.23903 0.004 -0.018 0.048
H -1.09810 6.78786 -3.22448 -0.009 -0.044 0.016
H -0.95557 2.30969 0.14868 -0.054 -0.004 0.011
C 3.43241 2.22503 0.09764 -0.097 -0.006 -0.049
H -2.55967 -4.31674 -0.30364 -0.021 0.034 0.091
N -1.29435 -2.93574 0.48903 0.025 -0.042 -0.186
H -2.34669 -5.70080 -1.89861 0.003 0.027 0.030
N 0.37763 1.52200 1.50265 -0.063 -0.165 -0.042
Cs -0.60230 -0.53480 -0.99914 0.137 0.352 -0.347
H -0.36869 5.43516 -4.05227 0.029 -0.005 -0.032
C -4.19396 6.45815 -6.22985 0.015 -0.029 0.006
H -5.93850 3.11214 -5.07859 0.005 0.004 0.003
N -2.29620 -2.77040 1.43870 -0.258 -0.159 0.181
H 2.05619 -4.11542 -3.37396 -0.004 0.006 0.009
C -4.25006 4.42919 -4.88691 -0.041 -0.076 0.046
C 0.48805 -5.53064 -3.70262 -0.109 -0.030 0.052
C -3.50036 -0.09514 3.59051 -0.023 0.058 0.032
H -5.23258 3.17419 -3.44356 0.017 -0.018 0.009
H -2.81502 0.67976 3.27164 0.001 -0.018 -0.007
C -5.00686 3.18448 -4.51149 0.005 0.047 -0.041
H -5.78707 5.03698 -6.25170 -0.002 -0.031 0.021
H -4.18394 7.51825 -8.11674 0.003 -0.002 -0.001
H -5.91521 -2.90520 4.64090 0.000 -0.003 -0.001
C 1.34740 1.74423 2.54544 0.037 0.049 0.020
N 2.82200 0.03808 1.35971 0.027 0.229 -0.235
C 0.86930 3.39962 -0.06851 0.159 -0.021 -0.060
H 2.02740 -0.16233 0.76020 0.037 -0.060 0.141
H 3.25494 2.92213 0.91475 0.066 0.004 -0.001
H 0.33578 4.00526 -0.80356 -0.042 -0.003 0.026
H -0.51795 7.00751 -4.88770 0.004 0.020 0.027
H -4.40130 2.29586 -4.69934 0.000 -0.012 0.031
C -0.80264 -4.27030 -1.53825 -0.093 -0.157 0.044
H -4.55458 1.14076 4.99113 -0.008 -0.001 0.007
H -0.35286 0.87106 1.78521 -0.004 -0.028 -0.008
C 1.08197 -4.47597 -3.06098 0.035 0.088 -0.005
H -0.61657 3.41498 1.46077 0.004 0.015 -0.017
C -3.38137 -1.34944 3.00316 0.112 -0.046 0.017
H 1.49302 4.07399 0.52249 -0.018 0.011 0.001
C -2.35152 5.90257 -4.73797 0.035 -0.017 0.051
C 3.78647 0.82281 0.61632 0.018 -0.108 0.032
O -1.55429 -0.59099 1.67732 -0.072 0.250 0.249
C -4.47499 0.15416 4.54904 0.001 -0.037 -0.015
C -1.37445 -5.34829 -2.23436 -0.060 0.024 0.042
C -1.00336 6.30743 -4.20280 -0.052 -0.008 -0.004
C -0.77747 -5.98740 -3.30023 0.136 0.019 -0.082
C -2.95424 6.73918 -5.67201 0.007 -0.005 -0.065


no.,total energy (Ha)
1,-3247.791223
2,-8044.540172
3,-2181.977484